No. 1
Below is a structure of composition C9H21ClN3O3Zn at a distorted geometry, with properties calculated with ωB97M-V/def2-TZVPD.

Computed properties:
calculated total energy = -2984.6222 Eh
charge = +1

Each line ends with the Löwdin charge.
Element x y z (Å)
Zn 0.0824 2.0426 3.2697  1.05
Cl 1.6914 0.3924 0.9701  -0.22
C 2.4453 -2.1986 -3.5900  0.00
C 1.3791 -3.1676 -3.0768  -0.52
O 1.3147 -4.3635 -3.3626  0.06
N 0.4033 -2.6446 -2.3225  0.00
C -0.7610 -3.3039 -1.8295  -0.07
H 2.0805 -1.2249 -3.9169  0.08
H 2.8345 -2.6344 -4.5101  0.09
H 3.2774 -2.0363 -2.9049  0.08
H 0.6465 -1.7941 -1.8351  0.13
H -1.5319 -3.1196 -2.5777  0.10
H -1.0589 -2.8919 -0.8654  0.08
H -0.6308 -4.3737 -1.6660  0.09
C -0.2547 -3.0247 4.3172  0.00
C -0.2648 -1.9012 5.3176  -0.52
O -0.6072 -0.7313 4.9411  -0.10
N 0.0640 -2.2680 6.5373  0.02
C 0.1707 -1.4056 7.6623  -0.05
H -1.2070 -3.2179 3.8234  0.10
H 0.0760 -3.9916 4.6965  0.08
H 0.5296 -2.7792 3.6012  0.09
H 0.4188 -3.2055 6.6614  0.15
H -0.1907 -1.9114 8.5576  0.10
H -0.2109 -0.3916 7.5425  0.09
H 1.2409 -1.2040 7.7079  0.09
C -0.7842 3.0220 -3.0147  -0.01
C -1.4101 4.1888 -3.6297  -0.62
O -2.4656 4.1102 -4.2694  0.04
N -0.7213 5.2884 -3.5730  0.01
C -1.1680 6.5642 -4.1663  -0.04
H 0.1016 3.2901 -2.4389  0.07
H -0.5199 2.2613 -3.7492  0.09
H -1.4509 2.5335 -2.3041  0.09
H 0.1638 5.3539 -3.0910  0.13
H -0.3356 7.2650 -4.1026  0.08
H -2.0022 6.9310 -3.5683  0.09
H -1.3449 6.5416 -5.2416  0.09

Forces on the atoms, in the same order (eV/Å):
0.90 -1.83 -1.14
-1.05 1.12 1.46
0.09 -0.39 -0.61
0.00 -1.54 -0.77
0.63 1.00 -0.22
0.59 1.83 1.44
-0.58 -0.52 -0.03
-0.43 0.01 0.43
0.20 -0.22 0.21
-0.11 -0.20 0.13
-0.12 0.13 -0.33
-0.46 -0.37 0.28
0.00 0.25 -0.16
0.19 0.03 -0.36
0.76 -0.48 -0.41
-1.21 1.18 -1.94
0.79 -1.36 0.97
-0.52 -0.08 -0.08
1.46 0.83 0.58
0.05 0.53 0.00
-0.12 0.06 0.49
-0.31 0.16 -0.44
-0.26 0.09 -0.07
0.04 0.32 -0.04
-0.79 -0.51 -0.32
0.25 -0.05 0.92
0.68 -1.50 1.35
-2.39 -1.33 -1.96
0.51 0.05 0.74
1.71 3.51 -0.20
0.61 -0.14 0.38
0.20 -0.05 -0.11
-0.02 0.20 -0.13
-0.27 0.07 -0.13
-0.29 -0.41 -0.07
0.00 0.02 0.45
-0.15 0.16 -0.52
-0.58 -0.57 0.21


No. 2
Below is a structure of composition C37H48ClMgN3O8Si, with properties calculated with ωB97M-V/def2-TZVPD.

Computed properties:
calculated total energy = -3155.1046 Eh
energy above the lowest of the compared OMol25 structures with the same formula, charge and spin = 50.30 kJ/mol
charge = 0

Each line ends with the Löwdin charge.
Element x y z (Å)
Mg 1.2176 0.6840 0.5011  0.68
C 5.9503 0.4883 -0.6981  -0.04
O 5.4280 1.8473 -0.6936  0.03
C 4.1200 1.7083 -0.4418  -0.32
N 3.6166 0.5621 -0.2801  0.17
C 4.7284 -0.4035 -0.3709  -0.21
C 4.9002 -1.1993 0.8978  -0.20
C 5.0105 -0.5499 2.1229  -0.03
C 5.2318 -1.2746 3.2819  -0.07
C 5.3500 -2.6581 3.2257  -0.09
C 5.2308 -3.3103 2.0087  -0.08
C 5.0042 -2.5808 0.8494  -0.03
C 3.3082 2.9422 -0.3592  -0.15
C 3.8006 4.1958 -0.6758  0.03
C 2.9307 5.2725 -0.6054  -0.02
C 1.6219 5.0601 -0.2103  0.03
C 1.2363 3.7682 0.1108  -0.14
N 2.0543 2.7206 0.0274  0.16
C -0.1204 3.4320 0.5982  -0.33
N -0.3681 2.3513 1.1949  0.17
C -1.8333 2.3081 1.3724  -0.20
C -2.2870 3.7142 0.9432  -0.05
O -1.1003 4.3108 0.3444  0.03
C -2.2287 1.8511 2.7538  -0.17
C -1.5524 0.7681 3.3125  -0.03
C -1.9338 0.2597 4.5413  -0.07
C -3.0020 0.8219 5.2298  -0.09
C -3.6854 1.8907 4.6760  -0.08
C -3.3008 2.4021 3.4416  -0.04
H 6.7249 0.4368 0.0658  0.13
H 6.3777 0.3026 -1.6816  0.13
H 4.5114 -1.0876 -1.1927  0.15
H 4.8956 0.5249 2.1787  0.12
H 5.3046 -0.7609 4.2302  0.11
H 5.5220 -3.2247 4.1304  0.10
H 5.3061 -4.3877 1.9585  0.10
H 4.8915 -3.0915 -0.0983  0.12
H 4.8304 4.3071 -0.9781  0.12
H 3.2723 6.2676 -0.8551  0.12
H 0.9040 5.8636 -0.1422  0.13
H -2.1880 1.5580 0.6567  0.13
H -2.5867 4.3549 1.7724  0.12
H -3.0589 3.7019 0.1772  0.12
H -0.7155 0.3269 2.7881  0.09
H -1.3965 -0.5828 4.9556  0.09
H -3.3011 0.4235 6.1903  0.10
H -4.5251 2.3292 5.1980  0.10
H -3.8696 3.2227 3.0243  0.10
C -3.5129 -3.0710 0.9027  -0.03
C -3.5109 -1.8604 -0.0198  -0.64
C -4.3732 -2.1329 -1.2465  -0.02
C -4.0030 -0.6224 0.7263  -0.02
O -2.1520 -1.6665 -0.3894  -0.09
Si -1.3397 -0.6157 -1.3484  0.01
O -0.2590 0.2047 -0.5538  -0.26
O -0.6243 -1.4224 -2.5955  -0.10
C -0.2447 -2.7743 -2.8036  -0.64
C 0.4668 -2.8040 -4.1505  -0.03
C -1.4782 -3.6686 -2.8334  -0.02
C 0.6984 -3.1922 -1.6784  -0.02
O -2.5145 0.3556 -2.0022  -0.11
C -2.3913 1.2511 -3.0984  -0.65
C -2.6252 0.4658 -4.3833  -0.02
C -3.4682 2.3110 -2.9065  -0.02
C -1.0115 1.9021 -3.1125  -0.03
H -4.5295 -3.3211 1.2098  0.09
H -2.9190 -2.8694 1.7943  0.07
H -3.0828 -3.9314 0.3909  0.08
H -5.4216 -2.1957 -0.9482  0.09
H -4.0960 -3.0791 -1.7144  0.07
H -4.2671 -1.3335 -1.9765  0.07
H -4.9970 -0.7922 1.1458  0.09
H -4.0561 0.2305 0.0495  0.08
H -3.3225 -0.3862 1.5449  0.08
H -0.2061 -2.4610 -4.9372  0.08
H 0.8008 -3.8137 -4.3937  0.08
H 1.3337 -2.1441 -4.1290  0.08
H -2.2017 -3.2907 -3.5579  0.09
H -1.9533 -3.7067 -1.8534  0.06
H -1.1966 -4.6826 -3.1217  0.09
H 1.5515 -2.5173 -1.6326  0.08
H 1.0575 -4.2140 -1.8276  0.09
H 0.1924 -3.1397 -0.7153  0.08
H -3.6127 0.0039 -4.3616  0.09
H -1.8767 -0.3193 -4.4766  0.07
H -2.5636 1.1162 -5.2581  0.09
H -4.4439 1.8370 -2.8026  0.09
H -3.5007 3.0003 -3.7513  0.09
H -3.2649 2.8868 -2.0040  0.07
H -0.2283 1.1633 -3.2839  0.08
H -0.8171 2.3864 -2.1555  0.07
H -0.9653 2.6516 -3.9051  0.09
Cl -0.0658 -2.7606 3.1458  0.62
C 1.5950 -2.0918 3.1320  -0.46
C 1.6945 -1.0188 2.0776  -0.75
O 1.7785 -1.3461 0.8829  -0.03
O 1.6364 0.2002 2.4327  -0.07
H 2.2751 -2.9046 2.8966  0.07
H 1.7892 -1.6843 4.1196  0.08

Forces on the atoms, in the same order (eV/Å):
0.02 -0.18 -0.24
0.12 0.12 0.02
0.01 -0.18 0.01
-0.12 0.40 -0.04
0.01 0.04 0.13
-0.23 -0.10 -0.13
0.08 0.02 0.05
-0.04 -0.04 -0.03
-0.02 -0.05 -0.01
-0.03 0.03 0.01
-0.01 0.01 -0.03
0.00 -0.01 0.02
0.04 -0.28 -0.06
-0.01 -0.01 0.01
0.01 0.03 0.00
0.00 0.01 -0.01
-0.17 -0.12 0.12
-0.08 0.36 -0.03
0.40 0.18 -0.13
-0.07 0.02 -0.06
0.09 -0.16 -0.01
-0.06 0.13 -0.07
-0.11 -0.11 0.05
-0.02 -0.05 0.04
0.05 0.03 0.01
-0.03 0.04 0.02
0.01 -0.02 0.00
0.01 -0.01 -0.02
-0.05 -0.03 0.02
-0.01 -0.04 -0.06
-0.01 -0.02 0.02
0.01 -0.02 0.04
0.00 0.07 0.00
0.01 0.02 0.05
0.01 -0.02 0.03
0.01 -0.04 0.01
0.00 -0.02 -0.04
0.03 0.01 -0.01
0.00 0.01 -0.01
-0.01 0.01 0.01
0.02 0.04 -0.03
0.02 -0.04 0.00
-0.04 0.01 0.08
-0.04 0.03 0.01
0.01 -0.03 0.01
-0.01 -0.01 0.01
-0.03 0.02 0.02
0.00 0.04 -0.04
-0.08 0.00 0.09
0.09 0.12 0.05
-0.14 -0.08 0.01
-0.12 -0.06 0.01
0.16 -0.12 -0.07
0.10 -0.18 0.04
0.17 0.35 0.05
-0.31 0.18 -0.25
0.10 0.03 0.26
-0.02 -0.04 0.02
0.01 -0.11 -0.03
-0.01 -0.14 -0.09
-0.01 0.00 0.12
0.09 -0.04 -0.01
-0.01 0.06 -0.11
0.01 -0.01 -0.06
-0.01 0.13 -0.13
-0.04 -0.01 0.01
0.04 0.03 0.01
0.03 -0.03 -0.03
-0.03 -0.02 -0.02
0.00 0.04 0.01
0.02 0.05 -0.01
-0.01 -0.01 0.00
0.01 0.03 -0.06
0.01 -0.06 0.02
-0.02 0.00 -0.02
0.00 -0.03 0.00
0.03 0.04 0.02
0.00 0.02 -0.02
0.07 0.04 -0.04
0.00 -0.05 -0.01
0.06 0.04 -0.01
0.00 0.00 -0.01
-0.04 0.01 0.06
-0.04 -0.02 0.00
0.02 -0.02 0.02
-0.02 0.03 -0.01
-0.03 -0.02 0.00
0.01 0.00 -0.04
0.01 0.03 0.09
0.00 -0.04 0.01
0.00 0.03 0.05
0.02 0.02 -0.03
0.04 0.04 -0.03
0.13 -0.10 0.30
0.00 0.01 0.07
-0.01 -0.29 -0.17
-0.05 0.09 0.22
0.00 -0.04 0.02
0.02 -0.03 -0.02


No. 3
Below is a structure of composition C37H51BN10S4Sn at a distorted geometry, with properties calculated with ωB97M-V/def2-TZVPD.

Computed properties:
calculated total energy = -3819.6553 Eh
energy above the lowest of the compared OMol25 structures with the same formula, charge and spin = 29.15 kJ/mol
charge = +2

Each line ends with the Löwdin charge.
Element x y z (Å)
Sn -1.7004 2.3612 -1.3316  0.84
C 0.1897 2.6188 4.1524  -0.06
C 0.7475 1.3917 3.5279  -0.24
C 1.6176 0.5635 4.1731  0.08
C 2.0760 -0.6191 3.5319  -0.20
N 1.5543 -1.0020 2.4018  0.18
N 0.6882 -0.2067 1.7592  0.04
B 0.0969 -0.7515 0.4810  -0.70
N -1.3925 -0.8251 0.3602  0.11
N -0.7646 -1.9730 0.6440  0.25
C -1.3516 -3.1248 0.7870  -0.10
C -2.7665 -3.0999 0.6932  0.10
C -3.4540 -1.9367 0.4654  -0.21
C -4.9278 -1.9182 0.3666  -0.05
C -2.7227 -0.7060 0.2566  -0.65
S -3.5281 0.7036 -0.1726  0.66
C -0.5778 -4.3814 1.0416  -0.53
C -0.9911 -4.9138 2.4220  -0.01
C -0.9312 -5.4028 -0.0499  -0.01
C 0.9219 -4.0919 1.0077  -0.03
N 1.0067 -0.7216 -0.7256  0.07
N 2.2845 -0.9049 -0.3960  0.19
C 3.2044 -1.0519 -1.3081  -0.18
C 2.8562 -1.0364 -2.6794  0.10
C 1.5591 -0.8050 -3.0444  -0.23
C 1.1297 -0.7334 -4.4642  -0.06
C 0.5958 -0.6059 -2.0111  -0.56
S -1.0252 -0.3090 -2.3861  0.66
C 4.6193 -1.2649 -0.8192  -0.53
C 5.6616 -1.0100 -1.9109  -0.04
C 4.8636 -0.2983 0.3459  -0.04
C 4.7256 -2.7207 -0.3350  -0.02
C 0.3674 1.0348 2.1935  -0.58
S -0.4181 2.1431 1.1999  0.65
C 3.1828 -1.4312 4.1626  -0.54
C 3.6295 -2.5520 3.2306  -0.04
C 2.6823 -2.0489 5.4730  -0.02
C 4.3590 -0.4778 4.4327  -0.02
H 0.6151 2.7786 5.1388  0.09
H -0.8919 2.5101 4.2429  0.10
H 0.3840 3.4886 3.5277  0.07
H 1.9614 0.8030 5.1681  0.13
H -3.3120 -4.0231 0.8029  0.14
H -5.3490 -2.8626 0.6974  0.10
H -5.2120 -1.7409 -0.6717  0.10
H -5.3366 -1.0937 0.9480  0.08
H -2.0587 -5.1092 2.4698  0.09
H -0.7350 -4.1997 3.2011  0.10
H -0.4694 -5.8450 2.6196  0.10
H -1.9741 -5.7022 -0.0063  0.09
H -0.3207 -6.2907 0.0859  0.10
H -0.7268 -4.9937 -1.0374  0.10
H 1.1736 -3.2768 1.6831  0.05
H 1.2345 -3.8117 0.0027  0.09
H 1.4700 -4.9840 1.3018  0.11
H 3.6082 -1.1973 -3.4333  0.13
H 1.9361 -1.0324 -5.1269  0.09
H 0.8356 0.2913 -4.6957  0.08
H 0.2633 -1.3728 -4.6296  0.08
H 5.5039 -0.0484 -2.3939  0.09
H 5.6665 -1.7935 -2.6648  0.09
H 6.6477 -0.9962 -1.4556  0.10
H 4.8747 0.7275 -0.0170  0.10
H 5.8210 -0.5081 0.8140  0.10
H 4.0719 -0.3966 1.0830  0.05
H 4.6517 -3.4151 -1.1695  0.09
H 3.9356 -2.9440 0.3770  0.06
H 5.6890 -2.8728 0.1438  0.10
H 2.7804 -3.1688 2.9585  0.06
H 4.3649 -3.1767 3.7268  0.10
H 4.0712 -2.1386 2.3327  0.05
H 1.9455 -2.8213 5.2630  0.09
H 2.2333 -1.3072 6.1279  0.08
H 3.5208 -2.5037 5.9923  0.10
H 4.6225 0.0828 3.5372  0.09
H 5.2298 -1.0506 4.7370  0.10
H 4.1324 0.2267 5.2279  0.08
N -2.4815 4.2056 0.2670  -0.04
C -3.3390 5.1744 -0.3295  -0.24
C -3.5440 6.4063 0.2360  0.00
C -4.4220 7.3309 -0.3453  -0.04
C -5.0974 7.0114 -1.4894  -0.01
C -4.8973 5.7610 -2.1110  -0.13
C -5.5507 5.3847 -3.2995  0.03
C -5.2865 4.1564 -3.8471  -0.02
C -4.3581 3.3197 -3.2217  -0.14
N -3.7334 3.6322 -2.1096  -0.02
C -3.9916 4.8300 -1.5352  -0.17
H -3.0271 3.6215 0.8998  0.08
H -1.7665 4.6584 0.8364  0.09
H -3.0357 6.6596 1.1554  0.12
H -4.5753 8.2860 0.1353  0.12
H -5.7787 7.7148 -1.9404  0.12
H -6.2472 6.0721 -3.7542  0.13
H -5.7827 3.8290 -4.7450  0.11
H -4.1166 2.3554 -3.6512  0.11
N -2.0708 1.1253 -5.2681  0.10
C -1.5814 2.3640 -5.3481  -0.94
N -1.6923 3.0382 -6.4917  0.11
S -0.8275 3.1052 -4.0380  0.53
H -2.4378 0.6576 -6.0806  0.12
H -1.9042 0.5801 -4.4339  -0.01
H -2.0870 2.6349 -7.3250  0.12
H -1.2985 3.9612 -6.5477  0.10

Forces on the atoms, in the same order (eV/Å):
0.17 0.27 -0.15
0.03 0.12 0.02
0.44 -0.45 0.33
-0.41 0.31 -0.45
-0.24 0.15 -0.18
0.34 -0.72 0.11
-0.11 0.93 0.60
1.28 0.68 0.09
-1.24 -0.05 0.37
-0.57 -1.00 0.18
-0.18 -0.15 -0.07
-0.10 0.58 -0.09
0.49 -0.39 0.11
-0.23 -0.01 -0.03
0.59 -0.01 0.03
-0.25 0.38 -0.11
0.31 -0.19 0.03
0.05 0.13 -0.13
0.00 0.19 0.06
-0.24 0.03 0.05
0.13 0.32 -1.08
0.51 -0.13 0.55
-0.34 0.09 -0.23
-0.57 0.07 0.02
0.55 -0.05 0.19
0.00 0.01 -0.11
-0.21 -0.15 0.01
-0.44 -0.21 -0.36
0.16 -0.06 0.26
-0.20 -0.04 0.14
-0.06 -0.09 -0.10
-0.01 0.19 -0.08
-0.01 -0.14 -0.07
-0.01 0.03 0.22
0.06 -0.23 0.02
-0.09 0.21 0.16
0.05 0.11 -0.17
-0.13 -0.13 -0.05
0.01 0.00 0.06
-0.05 0.10 0.00
-0.02 0.06 0.03
0.02 0.03 0.06
-0.03 -0.10 0.04
-0.07 -0.01 0.02
-0.08 0.02 -0.03
-0.09 -0.03 0.04
-0.13 -0.06 0.05
0.04 0.05 0.13
0.07 -0.11 0.03
-0.14 -0.08 -0.01
0.05 -0.10 0.02
0.02 -0.01 -0.12
0.11 -0.03 0.01
0.10 0.03 -0.11
0.05 -0.04 0.00
0.12 0.00 -0.10
0.06 0.00 -0.05
-0.07 0.04 -0.07
0.00 0.00 -0.06
0.04 0.13 -0.08
-0.03 -0.06 -0.13
0.12 -0.01 0.03
0.01 0.15 0.02
0.14 -0.03 0.04
0.03 0.06 0.11
-0.04 -0.09 -0.09
-0.04 -0.07 0.08
0.12 -0.07 0.07
0.00 -0.16 -0.08
0.14 -0.06 0.10
0.06 -0.04 -0.16
-0.11 -0.08 0.05
-0.04 0.07 0.15
0.06 -0.08 0.12
0.04 0.05 -0.08
0.10 -0.09 0.08
0.01 0.11 0.10
0.00 -0.18 0.40
-0.18 0.57 0.04
0.11 -0.36 -0.09
-0.23 0.11 -0.21
0.11 0.11 0.13
0.27 -0.19 0.15
0.16 -0.31 0.01
-0.22 0.32 -0.02
0.08 -0.16 0.05
0.04 -0.46 0.03
-0.25 0.54 0.10
0.13 -0.05 0.08
-0.07 -0.20 -0.12
0.05 0.01 0.09
0.00 0.05 -0.03
-0.12 0.09 -0.05
-0.10 0.03 -0.10
-0.02 -0.05 -0.13
0.00 -0.06 -0.07
-0.33 -0.12 -0.35
0.23 0.24 0.16
-0.20 -0.17 -0.35
0.25 0.22 -0.06
-0.03 -0.04 -0.01
0.23 0.00 -0.02
-0.01 -0.02 -0.04
0.01 0.00 0.05